a) Below is 2 unconnected molecules or ions with the total composition C4H11N2S, with properties calculated with wB97M-V/def2-TZVPD.

Geometry as XYZ:
```
18
Properties=species:S:1:pos:R:3:mulliken_charge:R:1
C -0.95141 0.25324 -0.50277 -0.1912
H 0.77017 -3.27437 1.05359 0.2311
H 0.85242 2.36980 -0.08052 0.3169
H 1.02214 -0.47959 -0.74331 -0.0196
H 0.47102 -1.67949 1.25006 0.1334
H -1.34747 2.05452 -1.54687 0.3619
H 2.04643 -2.36961 1.97297 0.1855
H 2.18395 1.16059 0.07229 0.3413
C -1.90428 1.34127 -0.92668 0.0346
C 1.10155 1.32393 0.09105 -0.9650
H 0.78797 1.05569 1.11180 0.3870
H -1.03968 1.13281 0.29795 0.0891
N 0.47325 0.42552 -0.89222 -0.3365
H -1.41453 -0.70197 -0.29580 0.3432
N -3.17600 1.31863 -0.63174 -0.7979
S 2.35067 -2.03533 -0.38358 -0.6688
C 1.36136 -2.34589 1.11780 -0.6610
H -3.58756 0.45027 -0.96404 0.2162
```

The value obtained for the orbital gap is 6.8 eV. For the LUMO energy, the calculation gives 0.1415 Eh. For the HOMO energy, the calculation gives -2.91 eV. Its molecular weight is 119.2 g/mol. Its total charge is -1.

b) Below is a gas-phase ion, C4H11N2S (charge -1), with properties calculated with wB97M-V/def2-TZVPD.

Geometry as XYZ:
```
18
Properties=species:S:1:pos:R:3:mulliken_charge:R:1
H 2.04064 0.07391 -1.07219 0.3913
H -0.51079 -1.26588 -1.22564 0.2254
S -3.37856 -1.49043 -0.77826 -0.6363
H -0.39660 1.46687 -0.28820 0.2131
C 1.63646 0.29869 1.02257 -0.6155
C -2.12228 -0.30914 -0.19393 -0.6272
H -1.33073 0.04216 -2.14983 0.3033
H 2.69923 0.13867 1.25139 0.2840
H 0.90372 -1.69784 0.78285 0.2727
H -1.70856 -0.53043 0.81459 0.0063
N 0.07232 0.79431 -0.88813 -0.2679
H -2.45284 0.72648 -0.01978 0.2618
H 0.01369 -0.69580 1.70073 0.2912
H 1.23081 1.12373 1.62773 0.3552
C -0.92283 -0.25428 -1.17528 -0.4988
H 1.82978 1.76867 -0.39325 0.2807
N 0.95783 -0.92644 1.42547 -0.6185
C 1.43873 0.73674 -0.44082 -0.6209
```

As for the structure (SMILES): NCCNCC[S-]. The value obtained for the orbital gap is 6.1 eV. For the LUMO energy, the calculation gives 0.1322 Eh. For the HOMO energy, the calculation gives -2.47 eV. Its molecular weight is 119.2 g/mol. Its total charge is -1.

Q: Which of them is the most stable? A: b).

a) Below is 2 unconnected molecules or ions with the total composition C3H9NO3P, with properties calculated with wB97M-V/def2-TZVPD.

Geometry as XYZ:
```
17
Properties=species:S:1:pos:R:3:mulliken_charge:R:1
H 1.70054 0.89106 -1.88775 0.3080
P 1.59826 -0.05537 0.14828 0.7749
H -0.41314 -2.53818 0.16176 0.2984
N -0.76404 1.87624 -0.17808 -0.8294
O 2.53079 -1.12688 0.50069 -0.7715
H -0.16032 -1.01259 2.00943 0.1886
H -0.33884 -1.60163 -1.33468 0.2910
H -0.92630 1.15902 1.73309 0.2934
O 1.39794 0.01192 -1.54906 -0.6201
H -1.84871 -1.69684 -0.25835 0.2906
C -0.65401 -1.58837 -0.27119 -1.2032
H -0.90420 1.60683 -1.21536 0.2539
H 0.16579 2.13413 -0.04952 0.4240
C -0.10296 -0.36848 0.47402 0.4106
O 1.82827 1.32104 0.51791 -0.8179
H -2.03260 0.26802 0.50360 0.4038
C -1.07649 0.72008 0.69521 -0.6951
```

The value obtained for the orbital gap is 9.0 eV. For the LUMO energy, the calculation gives 0.1431 Eh. For the HOMO energy, the calculation gives -5.08 eV. Its molecular weight is 138.1 g/mol. Its total charge is -1.

b) Below is a gas-phase ion, C3H9NO3P (charge -1), with properties calculated with wB97M-V/def2-TZVPD.

Geometry as XYZ:
```
17
Properties=species:S:1:pos:R:3:mulliken_charge:R:1
H 1.47201 0.73057 1.19459 0.2675
O 1.32565 2.71958 -1.47965 -0.7733
H -0.06988 -1.46478 1.20904 0.2914
H 1.36611 -0.57490 -1.65345 0.3844
H 2.22681 -1.12475 -0.26150 0.3424
C 0.92981 0.53640 0.14663 0.1650
H 2.70008 0.55801 -1.08472 0.2824
C -0.50270 -0.43652 0.78599 -0.6599
O -1.06869 1.84805 -1.35162 -0.7895
H -0.87904 0.19193 1.71395 0.2676
H -1.81300 0.20958 -0.49950 0.4024
C 1.83412 -0.20730 -0.83624 -1.4068
O 0.10545 2.97103 0.65527 -0.5444
H -1.22163 -1.32849 -0.91687 0.2457
H 0.97944 2.84925 0.97767 0.3240
P 0.25311 2.05654 -0.68687 0.8584
N -1.56848 -0.72482 -0.13474 -0.6571
```

As for the structure (SMILES): C[C@H](CN)[P@@](=O)([O-])O. The value obtained for the orbital gap is 8.8 eV. For the LUMO energy, the calculation gives 0.1467 Eh. For the HOMO energy, the calculation gives -4.79 eV. Its molecular weight is 138.1 g/mol. Its total charge is -1.

Q: Which of them is the most stable? A: b).

a) Below is a single C5H6N2S molecule, with properties calculated with wB97M-V/def2-TZVPD.

Geometry as XYZ:
```
14
Properties=species:S:1:pos:R:3:mulliken_charge:R:1
H 1.53027 0.59372 -1.66291 0.2850
H 1.84062 1.19074 1.05247 0.2704
C -0.91088 0.91407 0.00700 0.1822
C -1.64051 -1.50573 0.09372 -0.1841
H 1.78591 -1.20686 -0.98995 0.3429
C 0.08465 -0.11913 0.04733 0.8540
S -2.52189 -0.07007 -0.19465 -0.2146
N -0.41021 -1.38496 0.32156 -0.6267
H -2.04047 -2.41350 0.19117 0.5186
H -1.75413 2.54470 0.21306 0.2811
C 1.45121 -0.19734 -0.90047 -0.8067
N -0.83244 2.12334 0.17121 -0.6029
C 1.53466 0.18258 0.53907 -0.5747
H 1.88322 -0.65157 1.11139 0.2754
```

As for the structure (SMILES): [H]/N=C1\SC=NC12CC2. The value obtained for the orbital gap is 9.5 eV. For the LUMO energy, the calculation gives 0.0298 Eh. For the HOMO energy, the calculation gives -8.68 eV. Its molecular weight is 126.2 g/mol.

b) Below is a single C5H6N2S molecule, with properties calculated with wB97M-V/def2-TZVPD.

Geometry as XYZ:
```
14
Properties=species:S:1:pos:R:3:mulliken_charge:R:1
H -3.51974 0.20391 -0.70954 0.3763
C 0.67302 -1.40569 0.43790 -0.3498
H 2.83094 -1.23629 0.78899 0.3729
H 2.48750 2.16549 -0.94223 0.2647
N -0.34115 -0.44066 0.11257 0.1259
H 0.24686 -2.35732 0.83120 0.3170
S -1.90773 -1.10476 0.35151 0.0057
C -2.58688 0.49703 -0.20450 -0.7685
N 2.71209 1.23386 -0.50415 -0.6385
C 1.89496 -0.81028 0.47377 -0.5687
C 0.16250 0.76266 -0.34141 -0.4868
H -2.57405 1.07908 0.67535 0.2872
H -1.78874 0.91854 -0.78948 0.3193
C 1.71043 0.49441 -0.18000 0.7432
```

The value obtained for the orbital gap is 8.1 eV. For the LUMO energy, the calculation gives -0.0269 Eh. For the HOMO energy, the calculation gives -8.86 eV. Its molecular weight is 126.2 g/mol.

Q: Which of them is the most stable? A: a).